Density functional theory data (ωB97M-V with the def2-TZVPD basis set) for a molecular structure, C63H58N3O2P2SSe2SiTi at a distorted geometry.

Values from the calculation:
electronic energy = -265935.6693 eV
orbital gap (alpha / beta) = 6.0 / 6.6 eV
2S+1 = 2
ΔE to the lowest compared entry with this formula, charge and spin = 0.0 kJ/mol
lowest unoccupied orbital energy (alpha / beta) = -0.3 / -0.4 eV
HOMO energy (alpha / beta) = -6.3 / -7.0 eV
total charge = 0
expectation value of S² = 0.77

Each line ends with the Mulliken charge.
Atoms and positions in Å:
Ti (-0.9156, -1.4797, -0.6790)  -0.057
C (-0.4133, -4.0647, 2.2050)  -1.666
Si (-0.1777, -2.2581, 1.7201)  2.352
C (-0.7162, -1.2687, 3.2628)  -0.124
C (-1.0623, -1.9413, 4.4377)  -0.200
C (-1.3519, -1.2608, 5.6138)  -0.888
C (-1.3107, 0.1242, 5.6412)  -0.988
C (-0.9783, 0.8161, 4.4863)  -0.098
C (-0.6769, 0.1358, 3.3105)  0.048
P (-0.3338, 1.0205, 1.7459)  1.676
C (-1.4977, 2.4413, 1.9010)  -0.488
C (-3.4499, 2.7537, 0.3226)  -0.057
C (-3.4433, 4.3054, 0.2507)  -0.390
C (-3.1089, 5.0478, 1.5266)  -1.327
C (-2.0471, 4.8187, 2.2988)  -0.854
C (-1.1106, 3.6913, 2.1786)  0.343
C (1.2921, 1.8168, 1.9513)  0.444
C (1.8192, 2.4505, 0.8239)  -0.042
C (3.0532, 3.0792, 0.8814)  -0.697
C (3.7899, 3.0606, 2.0597)  -0.972
C (3.2832, 2.4145, 3.1777)  -0.796
C (2.0375, 1.8020, 3.1261)  -0.890
C (1.7146, -1.9788, 1.7685)  -0.073
C (2.3703, -1.8411, 3.0026)  -0.086
C (3.7455, -1.7315, 3.0835)  -0.919
C (4.5206, -1.7731, 1.9274)  -0.927
C (3.9031, -1.9167, 0.7017)  -0.472
C (2.5097, -1.9968, 0.6211)  0.102
P (1.6879, -2.2389, -0.9891)  1.011
C (2.4001, -3.8690, -1.4358)  1.097
C (2.1134, -4.9388, -0.5885)  -0.671
C (2.6861, -6.1802, -0.7953)  -0.782
C (3.5519, -6.3757, -1.8650)  -0.674
C (3.8392, -5.3209, -2.7137)  -0.688
C (3.2715, -4.0701, -2.4990)  -0.644
C (2.4550, -1.0288, -2.1080)  0.603
C (2.2399, -1.1469, -3.4801)  0.167
C (2.6763, -0.1602, -4.3489)  -0.940
C (3.3176, 0.9683, -3.8535)  -0.843
C (3.5125, 1.1027, -2.4876)  -0.745
C (3.0820, 0.1108, -1.6163)  -1.158
H (0.2991, -4.3185, 2.9940)  0.628
H (-0.2599, -4.7577, 1.3773)  0.253
H (-1.4268, -4.2392, 2.5689)  0.227
H (-1.1025, -3.0231, 4.4464)  0.399
H (-1.6138, -1.8137, 6.5081)  0.532
H (-1.5393, 0.6628, 6.5520)  0.395
H (-0.9647, 1.9003, 4.4947)  0.448
H (-4.4507, 2.3710, 0.1194)  0.738
H (-4.4047, 4.6720, -0.1171)  0.487
H (-3.7278, 5.9080, 1.7492)  0.513
H (-1.8397, 5.5238, 3.0976)  0.478
H (-0.0666, 3.8971, 2.3934)  0.586
H (1.2574, 2.4489, -0.1077)  0.449
H (3.4438, 3.5756, 0.0021)  0.262
H (4.7566, 3.5446, 2.1046)  0.392
H (3.8564, 2.3869, 4.0953)  0.413
H (1.6535, 1.2949, 4.0022)  0.361
H (1.7871, -1.8104, 3.9155)  0.436
H (4.2217, -1.6125, 4.0488)  0.459
H (5.5986, -1.7007, 1.9872)  0.425
H (4.5017, -1.9649, -0.2007)  0.494
H (1.4576, -4.7911, 0.2602)  0.218
H (2.4615, -6.9951, -0.1195)  0.424
H (4.0018, -7.3455, -2.0320)  0.382
H (4.5137, -5.4627, -3.5480)  0.434
H (3.5281, -3.2543, -3.1592)  0.429
H (1.7110, -2.0064, -3.8719)  0.287
H (2.5050, -0.2676, -5.4122)  0.438
H (3.6551, 1.7431, -4.5293)  0.412
H (3.9987, 1.9845, -2.0905)  0.364
H (3.2176, 0.2452, -0.5514)  0.464
C (-4.7507, -2.3373, 4.3795)  -0.906
Se (-4.2685, -3.3844, 2.8161)  0.192
C (-5.7034, -2.6938, 1.6976)  -0.453
C (-5.7723, -3.3705, 0.3412)  -1.106
Se (-4.1756, -3.2653, -0.7892)  0.201
C (-3.4249, -5.0171, -0.3593)  -0.291
H (-4.7597, -1.2793, 4.1260)  0.201
H (-3.9830, -2.5069, 5.1297)  0.237
H (-5.7193, -2.6430, 4.7683)  0.444
H (-5.5583, -1.6174, 1.5862)  0.153
H (-6.6366, -2.8610, 2.2385)  0.546
H (-6.5529, -2.8896, -0.2503)  0.453
H (-6.0345, -4.4243, 0.4314)  0.459
H (-3.8226, -5.3509, 0.5969)  0.413
H (-2.3444, -4.9141, -0.2790)  -0.460
H (-3.6667, -5.7343, -1.1396)  0.333
C (3.2385, 8.4462, -3.1552)  -0.945
O (2.9970, 7.3967, -2.2406)  -0.457
C (1.6919, 7.0581, -2.0095)  0.762
C (0.5975, 7.7599, -2.5026)  -0.685
C (-0.6880, 7.3354, -2.1896)  -0.937
C (-0.9080, 6.2089, -1.4038)  0.144
C (0.2053, 5.5242, -0.8996)  0.802
C (1.4838, 5.9439, -1.1973)  -0.898
N (-2.2295, 5.8949, -1.0681)  -1.836
N (-2.4325, 4.6211, -0.7753)  0.995
C (-1.8699, 3.4581, -1.3269)  0.404
C (-0.8539, 3.3541, -2.2639)  -0.765
C (-0.2902, 2.0915, -2.4557)  -0.498
C (-0.7938, 1.0134, -1.7608)  0.230
O (-0.1124, -0.1593, -1.6484)  1.241
C (-1.9462, 1.0915, -0.9733)  -0.257
N (-2.3187, -0.1510, -0.4037)  0.027
C (-3.0474, -0.2440, 0.7903)  -0.588
C (-3.3336, 0.6925, 1.6997)  -2.007
C (-2.9803, 2.1518, 1.6651)  -0.110
C (-2.4716, 2.3454, -0.7418)  -0.377
H (4.3160, 8.5014, -3.2834)  0.254
H (2.8741, 9.4020, -2.7684)  0.344
H (2.7657, 8.2454, -4.1201)  0.377
H (0.7270, 8.6352, -3.1211)  0.378
H (-1.5480, 7.8795, -2.5574)  0.438
H (0.0649, 4.6602, -0.2617)  0.261
H (2.3429, 5.4220, -0.7961)  0.541
H (-0.4391, 4.2206, -2.7555)  0.569
H (0.5857, 1.9557, -3.0776)  0.538
H (-3.3521, -1.2608, 1.0137)  0.363
H (-3.8937, 0.3407, 2.5587)  0.104
H (-3.5209, 2.6609, 2.4689)  1.085
S (-1.5220, -2.7823, -2.6033)  -0.780
C (-0.4556, -3.9411, -3.4118)  0.700
C (-0.1478, -5.1763, -2.8484)  -0.293
C (0.6023, -6.1022, -3.5564)  -0.488
C (1.0492, -5.8119, -4.8378)  -0.779
C (0.7352, -4.5872, -5.4099)  -0.506
C (-0.0164, -3.6587, -4.7039)  -0.746
H (-0.4997, -5.4077, -1.8514)  0.248
H (0.8397, -7.0543, -3.1002)  0.498
H (1.6341, -6.5370, -5.3879)  0.421
H (1.0686, -4.3523, -6.4126)  0.416
H (-0.2828, -2.7104, -5.1531)  0.486